Entry 1:
82
Properties=species:S:1:pos:R:3:mulliken_spin:R:1 method="wB97M-V/def2-TZVPD" e_homo_ev="-10.53 / -10.78" multiplicity=2 s_squared=0.77 charge=+1 total_energy_ev=-129545.32098 lumo_energy_ev="-4.785 / -4.329" e_above_lowest_kcal_mol=79.0 homo_lumo_gap_ev="5.7 / 6.5"
Ru -0.096 -0.064 0.569 0.919
C -4.178 2.170 0.364 0.001
C -3.173 1.232 -0.248 -0.018
C -2.407 1.624 -1.344 0.070
C -1.528 0.745 -1.971 -0.036
C -1.396 -0.550 -1.499 0.041
C -2.122 -0.954 -0.359 -0.042
C -3.008 -0.058 0.243 0.088
H -5.139 2.070 -0.146 -0.001
H -3.854 3.206 0.268 -0.001
H -4.329 1.947 1.420 -0.001
H -2.513 2.634 -1.726 0.001
H -0.983 1.056 -2.853 -0.001
H -0.847 -1.283 -2.068 0.014
H -2.129 -1.996 -0.072 -0.003
H -3.590 -0.380 1.098 0.003
C 4.624 1.729 -0.346 0.006
C 3.737 1.986 0.679 -0.001
C 2.901 0.975 1.150 -0.005
C 2.936 -0.290 0.571 -0.004
C 3.836 -0.540 -0.475 0.005
C 4.686 0.455 -0.914 0.003
P 1.777 -1.566 1.137 0.003
C 2.738 -3.069 1.452 -0.016
C 4.126 -3.074 1.538 0.003
C 4.786 -4.245 1.897 0.000
C 4.069 -5.400 2.172 0.001
C 2.681 -5.391 2.110 0.000
C 2.016 -4.230 1.747 0.005
C 1.292 -1.017 2.750 0.036
C 1.955 -1.074 3.972 0.006
C 1.319 -0.535 5.077 0.009
C 0.057 0.045 4.937 -0.003
C -0.589 0.103 3.710 0.027
C 0.039 -0.450 2.599 -0.063
H 5.269 2.516 -0.715 0.000
H 3.693 2.968 1.132 0.000
H 2.266 1.172 2.003 0.008
H 3.871 -1.520 -0.935 -0.001
H 5.400 0.247 -1.700 0.000
H 4.692 -2.174 1.340 0.001
H 5.866 -4.246 1.970 0.000
H 4.593 -6.308 2.443 0.000
H 2.118 -6.284 2.349 0.000
H 0.932 -4.212 1.709 0.002
H 2.938 -1.523 4.045 0.000
H 1.797 -0.566 6.047 0.001
H -0.435 0.462 5.808 0.000
H -1.562 0.562 3.633 0.000
O 1.345 -2.014 -1.423 -0.002
C 1.797 -2.881 -2.186 0.001
C 1.638 -2.743 -3.682 0.000
C 0.781 -3.852 -4.320 0.000
C 1.539 -5.155 -4.562 0.000
C 1.983 -5.856 -3.282 0.000
C 3.028 -5.051 -2.511 0.000
N 2.450 -3.961 -1.719 0.000
H 2.632 -2.745 -4.144 0.000
H 1.189 -1.768 -3.857 0.000
H 0.418 -3.482 -5.280 0.000
H -0.098 -4.041 -3.695 0.000
H 2.423 -4.938 -5.173 0.000
H 0.904 -5.831 -5.137 0.000
H 2.409 -6.829 -3.533 0.000
H 1.125 -6.026 -2.626 0.000
H 3.768 -4.646 -3.205 0.000
H 3.552 -5.692 -1.805 0.000
H 2.472 -4.058 -0.715 0.000
Br -0.639 8.342 3.076 0.000
C -0.610 6.556 2.480 0.001
C -1.565 5.667 2.952 0.000
C -1.533 4.352 2.516 0.001
C -0.564 3.937 1.608 -0.003
C 0.378 4.844 1.137 -0.001
C 0.362 6.157 1.576 -0.001
C -0.514 2.515 1.182 -0.027
O 0.282 2.154 0.267 -0.028
O -1.244 1.656 1.734 0.004
H -2.322 6.001 3.649 0.000
H -2.255 3.633 2.882 0.000
H 1.122 4.509 0.424 0.000
H 1.094 6.870 1.221 0.000

Entry 2:
92
Properties=species:S:1:pos:R:3:lowdin_charge:R:1 method="wB97M-V/def2-TZVPD" e_homo_ev=-5.25 charge=-1 total_energy_ev=-92134.84259 lumo_energy_ev=2.263 e_above_lowest_kcal_mol=0.0 homo_lumo_gap_ev=7.5
In 0.674 0.525 0.572 0.950
O 0.495 2.077 6.586 0.109
C -0.783 2.061 6.294 -0.526
O -1.631 2.459 7.064 0.041
C -1.151 1.521 4.950 -0.039
C -2.445 1.354 4.491 -0.565
Cl -3.896 1.746 5.284 0.805
N -2.385 0.864 3.221 -0.044
N -1.107 0.740 2.832 0.155
C -0.357 1.102 3.848 -0.110
C 1.139 0.958 3.736 -0.517
O 1.815 1.220 4.751 0.065
O 1.621 0.552 2.646 -0.062
C -3.445 0.449 2.361 -0.183
C -3.357 0.707 1.000 -0.020
C -4.383 0.310 0.161 -0.062
C -5.494 -0.348 0.666 -0.088
C -5.557 -0.641 2.019 -0.086
C -4.534 -0.252 2.868 -0.051
H 1.062 1.718 5.808 0.012
H -2.475 1.174 0.594 0.061
H -4.301 0.515 -0.899 0.109
H -6.296 -0.649 0.004 0.100
H -6.405 -1.179 2.425 0.102
H -4.571 -0.516 3.913 0.089
C 3.898 -2.562 2.135 -0.168
Si 2.362 -2.313 1.040 0.450
C 0.930 -2.497 2.270 -0.150
C 2.224 -3.776 -0.169 -0.158
N 2.341 -0.829 0.129 -0.096
C 3.353 -0.439 -0.695 -0.293
C 4.546 -1.171 -0.914 -0.041
C 5.582 -0.708 -1.703 -0.107
C 5.496 0.509 -2.369 -0.118
C 4.312 1.223 -2.253 -0.043
C 3.297 0.734 -1.467 -0.232
F 2.127 1.447 -1.462 -0.015
H 3.837 -3.546 2.610 0.027
H 3.920 -1.810 2.927 0.034
H 4.848 -2.514 1.604 0.009
H 1.328 -2.804 3.238 0.039
H 0.221 -3.258 1.938 0.030
H 0.383 -1.566 2.416 -0.011
H 1.832 -4.655 0.350 0.026
H 3.177 -4.055 -0.626 0.018
H 1.530 -3.519 -0.971 0.020
H 4.641 -2.137 -0.442 0.071
H 6.477 -1.312 -1.796 0.097
H 6.310 0.879 -2.976 0.090
H 4.170 2.166 -2.767 0.114
C 0.582 5.476 1.112 -0.111
C 1.779 4.777 1.081 -0.097
C 1.776 3.399 0.899 -0.125
C 0.579 2.711 0.730 -0.230
C -0.616 3.419 0.781 -0.142
C -0.619 4.795 0.972 -0.096
H 0.585 6.551 1.252 0.093
H 2.716 5.306 1.211 0.096
H 2.716 2.860 0.898 0.099
H -1.556 2.900 0.656 0.061
H -1.558 5.335 1.018 0.096
N -1.143 1.511 -1.676 0.216
C -0.645 1.537 -2.718 -0.240
N -0.113 1.517 -3.929 -0.080
C 1.189 0.877 -4.126 -0.112
C 1.226 0.315 -5.537 -0.171
O 0.954 1.326 -6.499 -0.132
C -0.322 1.903 -6.297 -0.196
C -0.433 2.536 -4.916 -0.119
H 1.311 0.082 -3.392 0.127
H 1.993 1.610 -3.998 0.121
H 0.489 -0.493 -5.628 0.131
H 2.217 -0.073 -5.767 0.130
H -1.102 1.138 -6.408 0.128
H -0.446 2.659 -7.072 0.124
H -1.444 2.905 -4.746 0.132
H 0.270 3.375 -4.843 0.133
O -1.422 -3.399 -2.817 0.057
C -2.119 -3.583 -1.684 -0.268
C -3.054 -4.616 -1.619 -0.020
C -3.767 -4.833 -0.455 -0.093
C -3.574 -4.022 0.660 -0.094
C -2.659 -2.989 0.597 -0.023
C -1.928 -2.757 -0.567 -0.057
C -0.950 -1.626 -0.633 -0.545
O -0.258 -1.460 -1.657 0.005
O -0.913 -0.861 0.394 -0.117
H -0.816 -2.636 -2.634 0.063
H -3.206 -5.233 -2.496 0.111
H -4.475 -5.652 -0.407 0.097
H -4.138 -4.197 1.568 0.096
H -2.481 -2.345 1.447 0.114

Entry 3:
80
Properties=species:S:1:pos:R:3:lowdin_charge:R:1 method="wB97M-V/def2-TZVPD" e_homo_ev="-6.24 / -6.24" total_energy_ev=-60012.74677 lumo_energy_ev="0.505 / 0.505" e_above_lowest_kcal_mol=9.1 homo_lumo_gap_ev="6.7 / 6.7"
Pd 0.013 -0.039 -0.349 0.433
C 2.362 -1.017 2.374 -0.061
C 3.078 0.310 2.657 -0.357
C 2.134 1.280 3.363 -0.059
C 3.764 0.790 1.388 -0.125
C 5.093 0.408 1.215 -0.041
C 5.765 0.641 0.027 -0.070
C 5.103 1.255 -1.021 -0.034
C 3.779 1.668 -0.895 -0.118
C 3.092 2.324 -2.079 -0.371
C 2.621 1.263 -3.076 -0.063
C 3.979 3.359 -2.772 -0.070
C 3.138 1.433 0.322 -0.098
N 1.814 1.946 0.490 0.006
C 1.491 3.236 0.951 -0.195
C 1.944 4.455 1.200 0.073
C 0.954 5.411 0.544 -0.143
C -1.219 5.173 0.830 -0.163
C -1.556 4.101 1.810 0.057
C -0.922 2.977 1.511 -0.209
F -1.047 1.826 2.187 0.063
H 1.910 -1.409 3.287 0.083
H 3.054 -1.765 1.980 0.068
H 1.564 -0.868 1.636 0.036
H 3.896 0.103 3.354 0.123
H 1.150 1.299 2.900 0.057
H 2.523 2.299 3.384 0.079
H 2.002 0.955 4.397 0.083
H 5.598 -0.091 2.034 0.111
H 6.801 0.346 -0.081 0.102
H 5.623 1.426 -1.954 0.108
H 2.209 2.852 -1.713 0.110
H 3.469 0.657 -3.407 0.081
H 2.178 1.737 -3.955 0.079
H 1.873 0.610 -2.623 0.036
H 4.798 2.892 -3.324 0.070
H 4.410 4.066 -2.062 0.083
H 3.386 3.922 -3.494 0.078
H 2.943 4.743 1.493 0.108
H 1.522 5.990 -0.187 0.143
H -2.108 5.568 0.338 0.148
H -2.266 4.203 2.618 0.120
C 0.649 1.751 -0.229 -0.114
C 0.106 3.091 0.432 -0.195
C -0.158 4.518 -0.114 -0.236
C -0.375 4.833 -1.555 -0.001
C -0.567 6.093 -1.955 -0.084
C -0.598 7.310 -1.107 -0.092
C -0.433 7.431 0.218 -0.061
C -0.179 6.288 1.168 -0.165
H -0.367 4.029 -2.282 0.114
H -0.715 6.270 -3.014 0.095
H -0.781 8.228 -1.655 0.093
H -0.495 8.430 0.636 0.102
H -0.088 6.604 2.205 0.137
N -0.765 -2.060 -0.439 -0.450
S 0.201 -3.056 -1.182 0.977
C 1.000 -4.140 -0.008 -0.410
C 0.270 -4.971 0.832 -0.074
C 0.938 -5.725 1.781 -0.067
C 2.324 -5.644 1.882 -0.073
C 3.044 -4.812 1.042 -0.076
C 2.378 -4.048 0.088 -0.093
C -0.795 -4.273 -2.048 -0.394
C -2.113 -3.944 -2.313 -0.080
C -2.895 -4.828 -3.049 -0.072
C -2.354 -6.012 -3.519 -0.081
C -1.023 -6.323 -3.257 -0.074
C -0.236 -5.453 -2.522 -0.082
H -1.398 -2.537 0.198 0.011
H -0.808 -5.034 0.739 0.118
H 0.382 -6.377 2.441 0.107
H 2.842 -6.234 2.627 0.106
H 4.120 -4.747 1.127 0.108
H 2.923 -3.378 -0.565 0.112
H -2.510 -3.005 -1.950 0.101
H -3.928 -4.582 -3.258 0.107
H -2.965 -6.697 -4.091 0.104
H -0.599 -7.248 -3.626 0.106
H 0.797 -5.700 -2.309 0.114

Entry 4:
82
Properties=species:S:1:pos:R:3:mulliken_spin:R:1 method="wB97M-V/def2-TZVPD" e_homo_ev="-16.04 / -16.04" multiplicity=2 s_squared=0.75 charge=+3 total_energy_ev=-86051.01514 lumo_energy_ev="-10.023 / -11.731" homo_lumo_gap_ev="6.0 / 4.3"
Ir -0.448 0.163 0.273 0.000
C -4.627 -5.157 -5.852 -0.032
S -3.694 -4.924 -4.365 0.893
C -4.487 -3.527 -3.576 -0.043
C -3.702 -2.992 -2.380 0.025
C -2.324 -2.424 -2.741 0.012
N -1.775 -1.590 -1.679 -0.004
P -1.724 0.102 -1.655 0.001
C -3.449 0.611 -1.627 -0.001
C -4.087 0.742 -0.391 0.000
C -5.447 0.998 -0.327 0.000
C -6.179 1.128 -1.501 0.000
C -5.552 1.002 -2.735 -0.001
C -4.191 0.741 -2.803 0.001
C -0.935 0.751 -3.122 0.001
C -1.339 1.952 -3.706 0.000
C -0.627 2.471 -4.778 0.000
C 0.488 1.800 -5.262 0.000
C 0.903 0.611 -4.673 0.000
C 0.197 0.087 -3.603 0.000
P -0.867 -2.034 -0.287 -0.001
C -1.892 -3.029 0.803 0.000
C -3.192 -2.581 1.056 0.000
C -4.009 -3.276 1.930 0.000
C -3.527 -4.410 2.575 0.000
C -2.224 -4.835 2.361 0.000
C -1.401 -4.145 1.482 0.000
C 0.411 -3.101 -0.987 0.002
C 1.695 -2.661 -1.310 -0.001
C 2.599 -3.515 -1.924 0.000
C 2.231 -4.817 -2.230 0.000
C 0.952 -5.265 -1.927 0.001
C 0.048 -4.415 -1.311 -0.001
H -4.185 -5.988 -6.397 -0.002
H -4.600 -4.238 -6.443 0.039
H -5.664 -5.384 -5.585 0.045
H -5.465 -3.915 -3.258 0.052
H -4.678 -2.775 -4.348 0.019
H -3.612 -3.772 -1.621 -0.002
H -4.308 -2.197 -1.942 0.006
H -2.392 -1.815 -3.649 0.007
H -1.610 -3.225 -2.957 -0.017
H -3.524 0.645 0.532 0.000
H -5.936 1.102 0.633 0.000
H -7.239 1.336 -1.455 0.000
H -6.124 1.123 -3.645 0.000
H -3.709 0.658 -3.770 0.001
H -2.204 2.487 -3.334 0.000
H -0.947 3.396 -5.238 0.000
H 1.037 2.206 -6.101 0.000
H 1.777 0.096 -5.048 0.000
H 0.523 -0.842 -3.148 0.000
H -3.566 -1.687 0.568 0.000
H -5.015 -2.929 2.123 0.000
H -4.165 -4.952 3.260 0.000
H -1.842 -5.701 2.885 0.000
H -0.379 -4.471 1.344 0.000
H 2.004 -1.647 -1.099 0.000
H 3.594 -3.164 -2.159 0.000
H 2.941 -5.485 -2.699 0.000
H 0.666 -6.283 -2.154 0.000
H -0.936 -4.789 -1.056 -0.002
C -1.818 3.266 0.247 0.000
C -0.330 3.296 0.174 0.000
C 0.332 4.521 -0.034 0.000
C 1.694 4.578 -0.008 0.000
C 2.427 3.406 0.278 0.000
C 3.832 3.392 0.449 0.000
C 4.497 2.241 0.791 0.000
C 3.788 1.047 0.956 0.000
C 2.415 1.029 0.783 0.000
S 1.490 -0.405 1.043 0.001
C 1.709 2.212 0.448 0.001
N 0.341 2.159 0.341 0.000
H -2.177 4.106 0.842 0.000
H -2.168 2.347 0.716 0.000
H -2.268 3.353 -0.745 0.000
H -0.260 5.412 -0.191 0.000
H 2.214 5.513 -0.177 0.000
H 4.380 4.317 0.320 0.000
H 5.567 2.253 0.939 0.000
H 4.308 0.139 1.235 0.000

Entry 5:
83
Properties=species:S:1:pos:R:3:lowdin_charge:R:1 method="wB97M-V/def2-TZVPD" e_homo_ev=-5.87 total_energy_ev=-63493.92300 lumo_energy_ev=-2.650 e_above_lowest_kcal_mol=115.2 homo_lumo_gap_ev=3.2
C -0.259 2.615 7.254 -0.092
C 0.110 1.344 7.704 -0.080
C -0.107 0.216 6.899 -0.047
C -0.717 0.370 5.647 -0.247
S -1.240 -1.053 4.628 0.656
C -0.317 -1.134 3.169 -0.211
C 0.163 -2.390 2.742 -0.281
C 1.472 -2.574 2.152 -0.043
C 2.028 -3.830 1.984 -0.015
C 1.228 -4.977 2.223 -0.185
N 1.546 -6.259 1.695 -0.349
O 0.691 -7.169 1.862 0.000
O 2.617 -6.450 1.090 0.020
C -0.053 -4.847 2.816 -0.001
C -0.604 -3.600 2.959 -0.045
O -0.923 -2.211 5.443 -0.335
O -2.628 -0.720 4.347 -0.352
C -1.070 1.638 5.200 -0.076
C -0.839 2.761 5.991 -0.081
H -0.095 3.501 7.873 0.101
H 0.565 1.234 8.690 0.103
H 0.175 -0.780 7.230 0.110
H -0.024 -0.190 2.731 0.037
H 2.049 -1.676 1.901 0.102
H 3.057 -3.980 1.646 0.112
H -0.604 -5.746 3.095 0.119
H -1.653 -3.525 3.246 0.110
H -1.547 1.744 4.227 0.078
H -1.123 3.746 5.624 0.090
C 5.038 -0.211 -5.944 -0.058
N 4.850 0.834 -4.958 -0.186
C 5.996 1.670 -4.669 -0.055
C 3.674 0.957 -4.285 -0.219
C 3.528 1.905 -3.237 -0.008
C 2.420 1.865 -2.407 -0.015
C 1.377 0.921 -2.606 -0.175
C 0.290 0.767 -1.631 -0.070
C 0.527 1.092 -0.279 -0.009
C -0.415 1.099 0.748 0.019
C -0.582 2.275 1.563 -0.212
C -1.885 2.609 2.036 -0.027
C -2.121 3.835 2.652 -0.075
C -1.055 4.717 2.899 -0.071
C 0.247 4.368 2.498 -0.064
C 0.485 3.177 1.820 -0.008
C -0.998 0.282 -2.118 -0.188
C -1.818 -0.620 -1.400 -0.002
C -2.990 -1.124 -1.943 0.006
C -3.407 -0.750 -3.247 -0.205
N -4.476 -1.350 -3.842 -0.187
C -4.915 -1.022 -5.181 -0.057
C -5.231 -2.414 -3.216 -0.055
C -2.637 0.235 -3.936 -0.007
C -1.469 0.715 -3.382 -0.034
C 1.478 0.073 -3.746 -0.007
C 2.593 0.086 -4.566 -0.005
H 4.246 -0.190 -6.708 0.090
H 6.004 -0.049 -6.436 0.087
H 5.039 -1.209 -5.475 0.105
H 6.122 1.800 -3.586 0.087
H 6.886 1.179 -5.080 0.087
H 5.907 2.668 -5.127 0.100
H 4.304 2.647 -3.068 0.099
H 2.338 2.592 -1.593 0.116
H 1.514 1.497 -0.057 0.104
H -1.224 0.369 0.816 0.099
H -2.695 1.880 1.891 0.135
H -3.140 4.098 2.953 0.118
H -1.235 5.657 3.422 0.110
H 1.081 5.038 2.717 0.110
H 1.492 2.908 1.485 0.114
H -1.496 -0.979 -0.425 0.115
H -3.581 -1.840 -1.370 0.105
H -4.697 0.015 -5.438 0.075
H -4.442 -1.673 -5.935 0.104
H -5.997 -1.172 -5.238 0.092
H -4.591 -3.062 -2.607 0.086
H -6.036 -2.023 -2.572 0.104
H -5.695 -3.013 -4.010 0.092
H -2.946 0.593 -4.917 0.096
H -0.886 1.445 -3.947 0.126
H 0.676 -0.631 -3.972 0.124
H 2.651 -0.598 -5.409 0.099